50
Properties=species:S:1:pos:R:3:forces:R:3:nbo_charge:R:1 method="wB97M-V/def2-TZVPD" de_lowest_kcal_mol=42.6 total_charge=+2 orbital_gap_ev="3.606 / 3.605" e_homo_ev="-13.34 / -13.34" e_lumo_ev="-9.7322 / -9.7328"
Pt -0.04216 -0.14266 0.13875 -1.0 -0.3 -1.0 0.639
O -6.69421 0.08562 1.98880 0.3 0.0 -0.1 -0.392
C -5.56153 0.02884 1.67011 -0.2 0.2 0.1 0.230
S -4.77862 -1.44070 1.01334 0.7 -0.1 -0.1 0.502
C -3.19413 -0.75359 0.80386 0.0 -3.7 -0.9 -0.370
C -3.03266 0.59001 1.14084 0.8 3.8 0.6 -0.384
S -1.59836 1.50793 0.96322 -0.3 -2.4 0.4 0.288
S -4.41843 1.41971 1.78569 0.5 -0.1 -0.2 0.503
S -1.97894 -1.78045 0.19372 -0.1 2.6 0.0 0.231
C -0.76267 -0.05523 -3.47456 -0.1 0.1 0.0 -0.672
C 0.42203 -0.80292 -3.00204 -0.4 0.1 -0.2 0.412
N 0.85623 -0.83542 -1.75275 0.0 -0.2 1.9 -0.538
C 1.97692 -1.61916 -1.72827 0.5 -0.4 -0.4 -0.087
C 2.22469 -2.06349 -2.98610 0.2 0.0 0.4 -0.045
N 1.23791 -1.54308 -3.78384 -0.1 0.3 1.0 -0.319
C 1.09016 -1.84936 -5.19126 0.0 -0.2 -0.9 -0.041
N 1.23510 -3.25702 -5.40441 -1.2 -0.3 0.8 -0.240
N 2.26082 -3.73976 -6.11359 1.2 1.3 -0.6 -0.006
N 2.20856 -4.98355 -6.17174 1.0 -1.4 -0.9 -0.178
C 1.12819 -5.45457 -5.49618 -1.1 1.4 0.9 0.030
C 0.63481 -6.73726 -5.27317 0.0 0.1 0.0 -0.150
C -0.48111 -6.84778 -4.47163 0.1 -0.1 -0.2 -0.218
C -1.10117 -5.72115 -3.91653 0.1 0.2 0.1 -0.177
C -0.64046 -4.43972 -4.14034 -0.1 0.1 0.1 -0.281
C 0.47659 -4.31274 -4.95438 0.2 -0.7 -0.2 0.151
H -1.17947 0.51507 -2.64417 0.0 0.0 -0.1 0.239
H -1.52939 -0.72772 -3.85854 -0.1 0.0 0.0 0.248
H -0.49116 0.63776 -4.26948 0.0 0.1 0.0 0.261
H 2.52369 -1.80869 -0.82536 0.1 0.0 0.0 0.219
H 3.00594 -2.68463 -3.37186 0.1 -0.2 -0.1 0.259
H 1.87889 -1.36758 -5.78403 -0.2 -0.1 0.2 0.260
H 0.11224 -1.49673 -5.53886 0.2 0.0 0.2 0.226
H 1.10206 -7.59199 -5.73370 0.1 -0.1 0.0 0.246
H -0.89628 -7.82223 -4.26907 0.0 -0.1 0.0 0.234
H -1.96440 -5.86251 -3.28802 -0.2 0.0 0.1 0.221
H -1.11650 -3.58590 -3.68432 -0.2 0.1 0.0 0.199
C 0.70796 -1.75432 3.11473 -0.7 0.2 0.1 -0.418
N 2.07702 -1.90286 2.68415 0.5 -0.2 -0.3 -0.546
C 2.68012 -1.06332 1.85858 0.3 -0.4 -0.4 0.358
S 1.95388 0.44660 1.42195 -0.7 1.1 -0.8 -0.149
N 3.89134 -1.32495 1.37135 -0.1 0.1 0.2 -0.534
C 4.67968 -2.50145 1.68153 0.2 -0.3 0.2 -0.449
H 0.43111 -2.60281 3.73093 0.1 -0.1 0.0 0.241
H 0.03759 -1.71494 2.23864 0.2 -0.1 0.4 0.193
H 0.57741 -0.84382 3.70181 0.0 0.0 -0.1 0.236
H 2.58045 -2.72122 2.99707 0.0 0.0 0.0 0.427
H 4.35154 -0.59717 0.84216 -0.3 0.1 0.0 0.442
H 5.08179 -2.46803 2.69737 0.0 0.0 0.0 0.231
H 5.51479 -2.55514 0.98743 0.0 0.0 0.0 0.254
H 4.08009 -3.40478 1.55711 0.0 0.0 0.0 0.213

=====

38
Properties=species:S:1:pos:R:3:forces:R:3:nbo_charge:R:1 method="wB97M-V/def2-TZVPD" de_lowest_kcal_mol=66.8 total_charge=0 orbital_gap_ev=8.661 e_homo_ev=-7.92 e_lumo_ev=0.7456
C -1.74453 2.48723 -2.27377 -0.9 1.6 -1.9 -0.640
C -1.30517 2.62946 -0.86583 -1.2 -2.3 -1.0 -0.109
C -2.03141 2.23056 0.22021 1.1 0.6 1.2 -0.024
N -1.28288 2.49016 1.40104 0.5 -0.3 -1.6 -0.549
C -0.01370 2.85183 0.93537 0.8 -0.3 0.2 0.139
C 1.10856 3.16076 1.68444 0.8 0.0 0.7 -0.232
C 2.28834 3.55017 1.06513 -1.1 0.7 -1.6 -0.212
C 2.28085 3.77078 -0.34823 0.0 -1.6 1.1 -0.222
C 1.19038 3.35852 -1.09712 0.5 0.8 -0.3 -0.228
C 0.04429 2.87911 -0.47885 -0.9 1.2 1.9 -0.032
H -2.82988 2.54841 -2.45087 0.1 -0.4 0.7 0.221
H -1.39210 1.66189 -2.89618 0.3 -0.3 0.6 0.219
H -1.46543 3.38430 -2.86630 0.4 -0.3 0.4 0.214
H -2.96650 1.72902 0.41071 -0.3 0.3 -0.7 0.212
H -1.34025 1.81436 2.14814 0.0 0.2 0.2 0.400
H 1.08108 3.10348 2.76608 -0.1 -0.1 0.1 0.211
H 3.16680 3.83055 1.60628 0.3 -0.1 0.5 0.212
H 3.20470 4.04565 -0.83529 -0.1 0.3 -0.1 0.210
H 1.24086 3.51154 -2.16151 -0.2 -0.1 -0.3 0.211
C 0.30601 -4.32640 -2.19693 -1.6 0.8 -1.9 -0.618
C -0.45499 -3.04909 -1.66495 3.3 -1.0 -2.7 -0.426
C -0.01918 -2.72061 -0.30125 -3.3 2.3 3.3 -0.059
C -0.88319 -1.75529 0.35158 1.8 -0.1 -0.8 -0.155
C -0.82836 -1.51331 1.70359 -0.4 0.1 0.1 -0.282
C 0.05175 -2.21947 2.49400 1.2 -1.5 0.7 0.311
O 0.14532 -1.93701 3.83353 -0.5 0.4 0.4 -0.694
C 0.94936 -3.16490 1.95621 -1.2 2.6 -0.3 -0.304
C 0.87106 -3.31524 0.58240 1.5 -1.6 -1.9 -0.179
H 1.13600 -4.04575 -2.85261 0.6 0.0 0.9 0.212
H -0.32498 -4.75985 -2.98662 -0.2 -0.3 0.4 0.209
H 0.50025 -5.09030 -1.46983 0.3 -0.2 0.3 0.212
H -0.11342 -2.29464 -2.40986 -0.1 0.1 0.7 0.215
H -1.50089 -3.07359 -1.90896 -0.7 -0.4 0.9 0.223
H -1.36970 -0.99919 -0.25611 -0.7 -0.5 -0.2 0.210
H -1.48891 -0.78090 2.14968 0.1 0.1 0.1 0.211
H 0.33126 -2.72046 4.36933 0.1 0.1 -0.5 0.486
H 1.81903 -3.35915 2.56514 0.0 -0.8 -0.1 0.223
H 1.63956 -3.91259 0.07821 -0.2 -0.2 0.4 0.206

=====

38
Properties=species:S:1:pos:R:3:forces:R:3:nbo_charge:R:1 method="wB97M-V/def2-TZVPD" de_lowest_kcal_mol=87.9 total_charge=0 orbital_gap_ev=8.595 e_homo_ev=-7.75 e_lumo_ev=0.8453
C 1.63665 -0.18099 2.17430 1.4 0.2 -1.0 -0.636
C 1.62891 1.29696 2.35797 0.8 1.4 1.3 -0.096
C 2.33579 2.13994 3.23468 -3.1 1.2 -2.9 0.000
N 1.91542 3.47359 3.04729 -2.9 -0.3 -2.8 -0.570
C 0.80278 3.49756 1.99940 4.2 -3.5 3.1 0.174
C 0.04132 4.53220 1.58461 1.3 1.2 1.5 -0.259
C -0.81351 4.26872 0.56441 0.1 -0.6 0.1 -0.217
C -0.92572 2.95316 0.13059 -1.7 0.4 -1.0 -0.250
C -0.23670 1.86550 0.64163 -1.9 -2.0 -2.2 -0.142
C 0.72985 2.11712 1.58092 0.3 1.6 1.4 -0.120
H 0.78924 -0.66182 2.68544 0.5 -0.1 -0.4 0.227
H 2.63759 -0.60558 2.37779 -0.7 0.0 0.7 0.223
H 1.64538 -0.30400 1.07659 -0.8 -0.4 0.4 0.216
H 3.16322 2.06776 3.84709 1.4 -1.0 1.3 0.209
H 1.98790 4.26733 3.66199 0.4 -0.4 0.2 0.404
H 0.26167 5.42631 2.17782 -0.7 0.4 -0.9 0.217
H -1.42536 5.00989 0.13471 -0.6 0.8 -0.4 0.213
H -1.75727 2.88013 -0.59634 0.8 -0.7 0.2 0.208
H -0.60067 0.82671 0.19796 1.4 2.2 1.5 0.199
C 2.03821 -2.04054 -2.30286 3.0 -0.1 -2.5 -0.636
C 0.86488 -1.29875 -1.86977 -2.1 3.4 -1.0 -0.406
C -0.48587 -1.99924 -1.79578 0.3 1.7 0.7 -0.061
C -1.58238 -1.21306 -1.33713 1.6 -0.8 0.0 -0.172
C -2.79149 -1.86950 -1.13544 0.3 1.1 0.8 -0.308
C -2.90241 -3.21679 -1.35714 2.2 -1.2 -0.9 0.304
O -3.96547 -3.91875 -0.97404 -0.3 -2.0 -0.3 -0.666
C -1.78713 -3.99625 -1.91100 -4.6 -0.6 1.1 -0.246
C -0.62941 -3.35399 -2.06987 2.0 -0.7 -1.2 -0.218
H 1.89483 -2.70751 -3.13049 -1.1 -0.6 -0.6 0.213
H 2.52036 -2.72202 -1.61064 0.3 0.5 0.6 0.214
H 2.78841 -1.39218 -2.92772 -0.8 -0.7 2.1 0.220
H 0.99569 -0.75673 -0.90246 0.2 -0.5 -0.7 0.212
H 0.70602 -0.39988 -2.65405 0.4 -1.8 1.7 0.206
H -1.41467 -0.14549 -0.96692 -0.4 -1.7 -1.0 0.208
H -3.53372 -1.29616 -0.58197 -0.4 -0.4 -0.3 0.209
H -4.70714 -3.40323 -0.72716 -0.9 1.1 0.3 0.481
H -1.98118 -5.09974 -2.14465 0.5 1.8 0.5 0.228
H 0.15598 -4.04068 -2.47979 -0.2 1.3 0.5 0.219

=====

46
Properties=species:S:1:pos:R:3:forces:R:3:nbo_charge:R:1 method="wB97M-V/def2-TZVPD" de_lowest_kcal_mol=46.7 total_charge=0 orbital_gap_ev=6.672 e_homo_ev=-6.36 e_lumo_ev=0.3074
H 0.90849 3.15440 0.21144 0.0 0.0 -0.1 0.238
N 0.48528 1.70054 -1.24022 0.4 1.0 -1.1 -0.463
B 0.17899 0.35517 -3.38751 -0.3 0.3 1.2 0.544
N 0.53369 1.66763 -2.62794 -0.3 0.3 1.4 -0.315
C 0.89276 2.87625 -3.07738 0.0 -0.2 1.2 0.008
Zn 0.07620 0.06904 -0.14336 2.0 0.9 -0.1 1.621
H 0.96129 3.03658 -4.12558 0.1 0.3 -0.5 0.221
C 1.11200 3.69995 -1.98002 -0.1 -0.5 -0.1 -0.356
H 1.41141 4.70889 -2.00044 0.3 0.9 0.0 0.227
C 0.85687 2.92121 -0.84096 -0.3 -0.5 -1.5 -0.006
H 0.25900 0.47926 -4.55758 0.1 0.0 -0.4 -0.029
C -0.78972 -1.54565 1.11365 -1.5 0.2 0.9 -0.955
H -0.68426 -1.53096 2.19812 -0.6 -0.5 0.1 0.271
H 0.03429 -2.24974 0.81185 -0.1 1.9 -0.5 0.282
H -1.68396 -2.01003 0.68218 0.0 -0.1 0.8 0.234
N -1.26532 -0.02836 -2.95026 -0.5 0.0 1.5 -0.310
N 1.12769 -0.71599 -2.82188 0.2 -0.5 1.5 -0.319
N -1.51671 -0.16901 -1.60139 -0.2 -0.4 -0.4 -0.432
N 1.17908 -0.96077 -1.45302 0.6 -0.9 -1.7 -0.465
C -2.40526 -0.23702 -3.62561 0.1 -0.1 0.9 0.004
C 1.98919 -1.52443 -3.44940 -0.1 0.2 0.1 0.011
H -2.41854 -0.14422 -4.68741 -0.1 0.0 -0.4 0.223
H 2.08050 -1.45496 -4.53231 0.1 -0.2 0.4 0.229
C -3.39915 -0.55070 -2.71276 0.4 0.0 0.3 -0.353
C 2.61345 -2.31219 -2.50273 0.5 -0.6 0.1 -0.358
C -2.79624 -0.51593 -1.44334 1.0 0.5 -1.5 -0.030
C 2.06941 -1.93614 -1.26444 -0.3 0.5 -0.9 -0.013
H -4.40840 -0.77185 -2.90815 -0.9 -0.2 -0.3 0.227
H 3.37240 -3.06236 -2.68393 -0.2 0.1 0.0 0.234
H -3.17181 -0.71577 -0.45424 -0.2 0.1 -0.1 0.212
H 2.25416 -2.31389 -0.26437 0.1 0.1 -0.2 0.221
H -1.08257 -0.35733 1.04225 0.9 -2.4 0.1 0.188
Cl 0.13903 2.72486 2.80825 -0.2 0.5 -0.6 -0.016
C 0.69285 1.30442 3.58797 0.6 -1.4 0.8 -0.107
C 0.39140 1.16404 4.93354 0.0 -0.2 0.1 -0.201
C 0.83012 0.04221 5.63212 -0.4 0.0 -0.4 -0.280
C 1.51512 -0.96469 4.95093 0.0 -0.2 0.1 -0.196
C 1.81399 -0.86874 3.60508 -0.5 1.0 0.3 -0.260
C 1.42916 0.30313 2.89172 0.3 0.0 -0.2 -0.034
C 1.77545 0.45755 1.51106 -0.9 -0.4 -2.0 -0.947
H -0.22840 1.92170 5.41485 0.3 -0.2 0.0 0.217
H 0.53103 -0.09522 6.65973 0.1 0.0 0.1 0.211
H 1.80231 -1.85917 5.48462 0.1 -0.1 0.1 0.205
H 2.37547 -1.64837 3.08981 -0.1 0.2 0.1 0.204
H 1.98359 1.47387 1.17452 0.2 -0.2 0.1 0.213
H 2.42778 -0.31750 1.03777 -0.2 0.8 0.8 0.197

=====

44
Properties=species:S:1:pos:R:3:forces:R:3:nbo_charge:R:1 method="wB97M-V/def2-TZVPD" de_lowest_kcal_mol=0.0 total_charge=+1 orbital_gap_ev=7.721 e_homo_ev=-11.47 e_lumo_ev=-3.7485
Bi -0.33238 -1.14608 0.44299 -0.1 -0.1 -0.1 1.397
C -2.71093 2.62727 4.42507 0.0 0.0 0.0 -0.746
S -3.50724 1.56605 3.21172 0.0 -0.1 0.0 0.371
C -2.14810 0.81379 2.43745 -0.1 0.2 0.1 -0.057
S -2.66134 -0.31212 1.20655 0.1 -0.1 0.0 -0.183
N -0.95368 1.15716 2.80864 0.1 -0.3 -0.3 -0.401
N 0.06942 0.52865 2.12597 -0.1 0.2 0.2 -0.311
C 1.24547 0.83669 2.51780 0.2 -0.1 -0.1 0.114
C 2.44337 0.28715 1.86301 -0.3 0.1 0.1 0.127
C 3.70694 0.60574 2.33203 0.1 0.0 0.0 -0.197
C 4.80764 0.07502 1.67447 0.0 0.0 0.0 -0.137
C 4.60298 -0.74560 0.57981 0.0 0.0 0.0 -0.223
C 3.30032 -1.01077 0.18054 0.0 0.0 0.0 0.065
N 2.24288 -0.50809 0.80660 0.1 0.0 0.0 -0.468
H -3.52802 3.13943 4.93003 0.0 0.0 0.0 0.245
H -2.06208 3.35326 3.94339 0.0 0.0 0.0 0.236
H -2.14585 2.03717 5.14070 0.0 0.0 0.0 0.236
H 1.35828 1.53190 3.34506 0.0 0.0 0.0 0.220
H 3.82489 1.25358 3.19003 0.0 0.0 0.0 0.238
H 5.80912 0.30147 2.01415 0.0 0.0 0.0 0.241
H 5.43221 -1.17557 0.03650 0.0 0.0 0.0 0.243
H 3.10248 -1.64426 -0.67672 0.0 0.0 0.0 0.205
C -2.84244 -1.78024 -1.82484 0.0 0.0 0.0 -0.433
N -1.43831 -2.17939 -1.65839 0.0 0.1 0.1 -0.467
C -1.31556 -3.63972 -1.64457 0.0 0.0 0.0 -0.423
C -0.60158 -1.58277 -2.71402 0.0 0.0 0.0 -0.256
C -0.39662 -0.10570 -2.47038 0.0 0.0 0.0 -0.103
C -0.38757 0.79805 -3.52547 0.0 0.0 0.0 -0.194
C -0.17621 2.14880 -3.29079 0.0 0.0 0.0 -0.184
C 0.01839 2.60804 -1.99585 0.0 0.0 0.0 -0.197
C 0.00242 1.71238 -0.93490 0.0 0.0 -0.1 -0.252
C -0.20152 0.35853 -1.17028 0.0 0.1 0.0 -0.293
H -3.25112 -2.18911 -2.75550 0.0 0.0 0.0 0.200
H -2.91484 -0.69387 -1.85404 0.0 0.0 0.0 0.229
H -3.43398 -2.15000 -0.98816 0.0 0.0 0.0 0.217
H -1.62130 -4.07519 -2.60184 0.0 0.0 0.0 0.203
H -1.94827 -4.05286 -0.85991 0.0 0.0 0.0 0.219
H -0.28174 -3.92709 -1.44805 0.0 0.0 0.0 0.205
H -1.04462 -1.75749 -3.70141 0.0 0.0 0.0 0.210
H 0.35998 -2.10554 -2.70598 0.0 0.0 0.0 0.211
H -0.55404 0.44550 -4.53680 0.0 0.0 0.0 0.221
H -0.17610 2.84622 -4.11776 0.0 0.0 0.0 0.229
H 0.17160 3.66283 -1.80931 0.0 0.0 0.0 0.227
H 0.13703 2.08677 0.07247 0.0 0.0 0.0 0.213

=====

43
Properties=species:S:1:pos:R:3:forces:R:3:nbo_charge:R:1 method="wB97M-V/def2-TZVPD" de_lowest_kcal_mol=356.6 total_charge=0 orbital_gap_ev=8.716 e_homo_ev=-8.68 e_lumo_ev=0.0348
O -0.07736 1.49779 -3.40224 -1.9 -3.8 3.2 -0.614
C -0.65881 0.49897 -2.78374 12.6 2.5 -4.5 0.643
N 0.10696 -0.62635 -2.29528 -13.0 4.8 -1.3 -0.603
H -0.43058 -1.33738 -1.93265 -1.0 -1.8 1.0 0.402
C 1.29927 -0.66261 -2.50914 17.5 0.0 -1.7 -0.088
C 2.08254 -0.46562 -1.16989 2.6 0.6 -0.5 -0.450
C 1.85411 -1.61382 -0.39519 -2.7 -6.3 6.0 -0.396
C 2.30518 -3.12827 -0.90624 3.4 4.2 -2.5 -0.371
C 1.71869 -3.28186 -2.32666 2.7 8.9 4.0 -0.395
C 1.98546 -1.90869 -3.14391 1.6 -4.2 -1.5 -0.381
H 3.27799 -1.97161 -3.29860 -3.9 1.1 0.6 0.216
H 1.58043 -2.21662 -4.17635 0.5 1.1 1.2 0.208
H 1.95723 -4.03220 -2.82808 2.8 -6.6 -4.3 0.187
H 0.76093 -3.34671 -2.17050 -5.9 -0.4 0.6 0.166
H 2.05605 -3.99010 -0.30448 0.3 0.3 0.7 0.216
H 3.52185 -2.85466 -1.11567 -2.8 -1.7 1.0 0.169
H 2.20095 -1.50963 0.70522 0.1 -0.1 -1.7 0.212
H 0.77018 -1.79992 -0.13369 0.4 0.4 -0.5 0.177
H 3.20172 -0.44320 -1.00451 -0.5 0.6 -1.9 0.214
H 1.79383 0.40246 -0.62873 -0.8 0.9 0.2 0.216
H 1.78476 0.12664 -3.11377 -1.5 0.2 -0.2 0.263
C -1.94205 0.32818 -2.82339 -11.3 2.5 0.1 -0.483
C -2.46383 1.31857 -1.65633 -3.0 2.7 -4.2 -0.476
C -1.87744 1.12729 -0.41069 -1.2 -2.1 6.2 0.361
N -2.04615 1.57359 0.79877 -5.5 12.6 -10.2 -0.419
C -1.42301 1.10467 1.74650 -0.7 -4.4 -5.0 0.233
N -1.23809 -0.00183 1.17716 7.9 -10.4 12.3 -0.050
O -1.40863 -0.24198 0.04135 -1.5 1.5 -7.9 -0.221
C -1.12893 1.64812 2.89645 -0.3 3.1 9.0 -0.128
C -1.59354 2.95008 3.35073 2.8 -4.5 1.4 -0.131
C -1.35796 3.24355 4.69395 -3.9 9.2 -5.8 -0.234
C -0.88079 2.43175 5.55517 3.2 -1.5 6.2 -0.041
C -0.32470 1.24817 5.27561 0.2 -4.4 -2.1 -0.203
C -0.66943 0.81724 3.88949 3.6 -1.4 3.0 -0.137
H -0.28704 -0.19303 3.61673 -0.6 0.8 0.1 0.230
H 0.28533 0.55883 6.08827 -2.0 1.9 -2.5 0.261
Cl -0.64894 2.99143 7.23339 -0.2 0.1 -0.3 -0.038
H -1.53758 4.51228 4.85959 0.3 -4.2 0.3 0.244
H -2.03842 3.45530 2.59980 -1.4 2.6 -1.7 0.228
H -2.07305 2.29238 -2.05121 -0.4 -0.5 0.3 0.267
H -3.64330 1.55954 -1.60294 2.5 -1.2 -0.1 0.260
H -2.18434 -0.61329 -2.55961 -1.2 -3.3 0.9 0.212
H -2.60950 0.55259 -3.78471 2.1 -0.1 1.9 0.273